The following is a DFT calculation (ωB97M-V/def2-TZVPD) of a molecular structure, C9H10AsBF6FeN6.

Each line ends with the Mulliken charge.
Positions of all 34 atoms, in Å:
1 C 1.747 2.852 -1.555  -1.156
2 H -2.497 2.080 2.420  0.477
3 B -1.385 1.415 -0.228  0.039
4 N -1.777 0.220 -1.038  0.407
5 H -3.344 -1.708 -3.134  0.428
6 N 0.987 0.928 -0.712  0.041
7 C -1.166 0.524 3.425  -1.168
8 C 2.056 1.536 -1.233  -0.008
9 H -2.199 2.298 -0.273  -0.019
10 C -2.833 -0.004 -1.837  -0.008
11 N -0.931 -0.833 -1.100  -0.203
12 C 0.428 3.000 -1.203  0.026
13 H 2.986 0.998 -1.350  0.508
14 N -0.020 1.836 -0.701  0.210
15 As 2.690 -2.705 0.757  2.156
16 N -0.267 -0.062 1.462  -0.080
17 Fe 0.758 -0.821 -0.149  0.066
18 C -1.746 1.308 2.375  0.055
19 F 4.321 -2.300 0.735  -0.439
20 N -1.202 0.940 1.253  0.304
21 H -1.384 0.564 4.479  0.408
22 C -2.678 -1.229 -2.438  -1.099
23 H 2.398 3.591 -1.987  0.426
24 F 0.909 -2.782 0.614  -0.475
25 H 0.438 -1.073 3.132  0.500
26 H -0.232 3.847 -1.294  0.480
27 F 2.457 -1.875 -0.801  -0.530
28 C -0.230 -0.322 2.737  0.061
29 H -3.613 0.733 -1.936  0.475
30 F 2.646 -3.319 2.330  -0.434
31 H -0.963 -2.641 -2.169  0.509
32 F 2.266 -1.094 1.380  -0.477
33 F 2.849 -4.192 -0.013  -0.417
34 C -1.470 -1.713 -1.949  -0.064

Output
HOMO energy (spin up / spin down): -0.473 / -0.473 hartree
E_tot: -4800.958061 a.u.
charge: +1
gap between HOMO and LUMO (spin up / spin down): 6.722 / 6.813 eV
2S+1: 2
energy above the lowest of the compared OMol25 structures with the same formula, charge and spin: 0.000 eV